(1)
ORCA calculation (wB97M-V/def2-TZVPD) on 5 unconnected molecules or ions with the total composition H8IO4 in a non-equilibrium geometry.

The geometry in XYZ format:
```
13
Properties=species:S:1:pos:R:3:mulliken_charge:R:1
I -0.27769 -0.15138 0.45469 -0.68
O -3.83069 -0.91338 1.77969 -0.65
H -4.06169 -1.84238 1.76869 0.29
H -3.12469 -0.55238 1.09769 0.28
O -0.08069 -0.41838 -3.07931 -0.58
H -0.00869 -0.25438 -2.15731 0.27
H -0.89369 -0.40538 -3.42431 0.27
O 1.51731 2.93162 0.83069 -0.65
H 1.42431 1.94162 1.05869 0.28
H 0.64431 3.36662 0.64369 0.31
O 3.15831 -1.09038 0.06669 -0.65
H 2.13631 -0.83938 0.28069 0.22
H 3.39731 -1.77238 0.67969 0.28
```

The energy above the lowest of the compared OMol25 structures with the same formula, charge and spin is 1.266 eV. The total energy is -603.53398 Eh. As for the total charge: -1. As for the multiplicity: 1. The strongest force on any atom comes out at 5.50 eV Å⁻¹.

=====

(2)
ORCA calculation (wB97M-V/def2-TZVPD) on a single C6H7N molecule.

The geometry in XYZ format:
```
14
Properties=species:S:1:pos:R:3:mulliken_charge:R:1
C 1.99267 0.05954 -0.19017 -1.22
C 0.51360 0.05446 0.03960 0.79
C -0.64695 -0.04905 -0.97486 -0.54
C -1.59312 0.52761 0.07558 -0.51
C -1.32539 -0.94056 0.01311 -0.23
N -0.17926 -0.85789 0.99946 -0.68
C -0.41109 0.61751 1.05558 -0.21
H 2.26029 0.77205 -0.97853 0.32
H 2.32317 -0.93431 -0.51146 0.26
H 2.54997 0.32590 0.71256 0.32
H -0.67165 -0.06762 -2.05737 0.44
H -2.53922 1.04995 0.00852 0.44
H -2.01372 -1.76255 -0.14887 0.40
H -0.25928 1.20496 1.95686 0.44
```

The energy above the lowest of the compared OMol25 structures with the same formula, charge and spin is 4.898 eV. The total energy is -287.40725 Eh. As for the total charge: 0. As for the multiplicity: 1. The strongest force on any atom comes out at 0.53 eV Å⁻¹. As for the SMILES: C[C@@]12[C@@H]3[C@H]4[C@@H]3N1[C@H]42.

=====

(3)
ORCA calculation (wB97M-V/def2-TZVPD) on a molecular structure, C17H17BrF5IrN5S.

The geometry in XYZ format:
```
47
Properties=species:S:1:pos:R:3:mulliken_spin:R:1
Ir 0.11189 0.46903 -1.19153 2.80
C 5.23437 -0.78709 1.74323 0.02
C 4.63521 0.61203 1.75794 0.00
N 3.20791 0.57392 2.11862 0.23
C 2.19715 0.41734 1.30204 -0.03
S 2.36729 0.29851 -0.38423 0.37
N 0.97635 0.39953 1.96643 0.55
N -0.05480 0.40097 1.15929 0.01
C -1.24176 0.45480 1.75981 0.11
C -1.43519 0.43619 3.22840 0.03
C -2.38337 0.59678 0.85857 0.11
C -3.67153 0.81953 1.32156 0.07
C -4.68829 1.03490 0.39315 -0.02
C -4.37581 1.02649 -0.95153 0.06
C -3.05733 0.79013 -1.34047 -0.06
N -2.09594 0.56576 -0.45796 0.20
H 6.27824 -0.71450 1.44207 0.00
H 4.71785 -1.43007 1.03094 0.00
H 5.19665 -1.24649 2.72976 0.00
H 4.71599 1.10322 0.78900 0.01
H 5.11422 1.24672 2.50068 0.00
H 2.96402 0.63250 3.10316 -0.01
H -0.51670 0.21785 3.75916 0.01
H -2.19479 -0.30181 3.49020 0.01
H -1.80466 1.41383 3.55240 0.01
H -3.88173 0.84412 2.38027 0.01
H -5.70090 1.21619 0.72615 0.00
H -5.12832 1.20328 -1.70725 0.00
H -2.77457 0.78575 -2.38719 0.00
F -0.89743 2.58723 -2.88521 0.02
C -0.26110 2.52306 -1.68745 0.32
F -1.07237 3.10589 -0.76706 0.02
C 1.00137 3.40763 -1.77953 0.03
F 0.69067 4.62970 -2.16366 0.01
F 1.58813 3.46705 -0.57520 0.00
F 1.86380 2.87301 -2.64523 0.01
Br -3.36323 -4.33657 -1.67198 0.00
C -1.65385 -3.60140 -1.85853 0.00
C -0.54880 -4.39138 -2.14063 0.01
C 0.67948 -3.76772 -2.28696 0.00
C 0.77053 -2.40039 -2.12611 0.02
N -0.29672 -1.64175 -1.82655 0.07
C -1.49215 -2.23568 -1.71406 0.01
H -0.64979 -5.46241 -2.25232 0.00
H 1.56609 -4.33383 -2.53414 0.00
H 1.71322 -1.88837 -2.25908 0.00
H -2.34928 -1.61346 -1.51896 0.00
```

The energy above the lowest of the compared OMol25 structures with the same formula, charge and spin is 0.341 eV. The total energy is -4506.96795 Eh. As for the total charge: +2. As for the multiplicity: 6. The strongest force on any atom comes out at 0.38 eV Å⁻¹.

=====

(4)
ORCA calculation (wB97M-V/def2-TZVPD) on a molecular structure, C64H56CaCl2N6O3P2S2 in a non-equilibrium geometry.

The geometry in XYZ format:
```
136
Properties=species:S:1:pos:R:3:mulliken_charge:R:1
Ca -0.75760 -1.95671 -0.01517 2.09
O -0.19767 0.06367 0.51948 0.05
S -1.03599 0.30990 1.76760 2.23
C -2.08850 1.76010 1.32191 0.46
C -2.34123 2.68709 2.30882 0.25
C -3.34980 3.67078 2.24086 -1.42
C -4.19589 3.64289 1.18438 0.32
C -5.43808 4.45612 0.89548 -0.77
C -6.04379 3.80683 -0.37755 -0.92
C -5.04314 2.74253 -0.76986 0.18
C -5.05777 1.84018 -1.77860 -1.24
C -3.90351 1.04606 -1.96488 -0.03
C -2.78389 1.07178 -1.16021 -0.48
P -1.29437 0.19187 -1.85495 2.79
C -0.01798 1.54445 -2.04816 0.50
C 0.91697 1.41874 -3.08343 -0.59
C 1.87933 2.39025 -3.31028 -0.26
C 1.94267 3.51536 -2.49576 -0.47
C 1.04046 3.64390 -1.45143 -0.60
C 0.07387 2.66650 -1.22735 -0.26
C -1.71192 0.07766 -3.66116 -0.56
C -2.05119 1.17042 -4.47105 -0.14
C -2.23683 1.01169 -5.83231 -0.83
C -2.07829 -0.24518 -6.42247 -0.73
C -1.73183 -1.33061 -5.64044 -1.16
C -1.54788 -1.16180 -4.26553 0.16
C -2.88239 1.80407 0.09452 -1.27
C -3.97346 2.70212 0.15466 0.39
C 0.13275 1.18967 2.87048 -0.56
C -0.31235 1.03919 4.16448 -0.06
C 0.10961 1.84382 5.25550 -1.69
C 0.91110 2.90161 4.95903 0.37
C 1.42284 4.03295 5.82880 -0.83
C 2.24468 4.93436 4.86326 -0.86
C 2.20970 4.20457 3.53701 0.28
C 2.81161 4.47387 2.34793 -1.31
C 2.74836 3.48887 1.33241 -0.09
C 2.04609 2.30622 1.42668 -0.22
P 2.48878 0.92695 0.24227 1.01
C 4.00948 1.58765 -0.56286 -0.41
C 5.22867 1.83787 0.07159 -0.15
C 6.32061 2.29499 -0.64992 -0.89
C 6.21619 2.50388 -2.02440 -0.63
C 5.01593 2.24718 -2.67060 -0.97
C 3.92075 1.78775 -1.94054 0.02
C 3.32194 -0.26520 1.39589 1.14
C 3.54293 -1.54846 0.87859 -0.53
C 4.23772 -2.50524 1.61170 -0.49
C 4.71589 -2.20178 2.87910 -0.89
C 4.49579 -0.93475 3.40857 -0.76
C 3.81183 0.02529 2.67130 -0.45
C 1.18760 2.13577 2.57984 -0.87
C 1.41148 3.04476 3.63819 0.66
H -1.76516 2.66961 3.21630 0.35
H -3.46227 4.37591 3.05656 0.48
H -5.17690 5.50106 0.72033 0.27
H -6.12817 4.43799 1.73823 0.32
H -6.17593 4.53600 -1.17741 0.29
H -7.02423 3.36862 -0.18165 0.27
H -5.88654 1.75852 -2.47458 0.51
H -3.90066 0.40237 -2.83228 0.82
H 0.89302 0.55401 -3.73571 0.28
H 2.58371 2.26607 -4.12497 0.65
H 2.69207 4.27781 -2.67223 0.38
H 1.08409 4.50620 -0.79514 0.53
H -0.60318 2.79962 -0.39523 -0.14
H -2.16467 2.15242 -4.02358 0.49
H -2.49616 1.86812 -6.44411 0.43
H -2.21955 -0.36609 -7.49014 0.39
H -1.60005 -2.30921 -6.08873 0.51
H -1.26813 -2.01472 -3.66016 0.61
H -1.12581 0.33288 4.33467 0.57
H -0.26686 1.66134 6.25590 0.46
H 2.03961 3.64903 6.64275 0.30
H 0.59611 4.57671 6.28735 0.29
H 3.26920 5.07234 5.20839 0.28
H 1.80408 5.92836 4.77710 0.30
H 3.39952 5.37159 2.19110 0.50
H 3.34678 3.65524 0.44438 0.57
H 5.33134 1.67095 1.13827 0.51
H 7.25849 2.48528 -0.14204 0.44
H 7.07436 2.85121 -2.58699 0.39
H 4.92902 2.39184 -3.74200 0.40
H 2.98223 1.56788 -2.44771 0.09
H 3.14773 -1.80327 -0.10694 0.50
H 4.39214 -3.49031 1.19021 0.50
H 5.25413 -2.94723 3.45304 0.38
H 4.86548 -0.68689 4.39896 0.45
H 3.67159 1.00940 3.10383 0.29
N 0.33275 -2.21796 2.48257 0.26
N -0.03197 -2.31166 3.83951 -0.39
C -0.88069 -3.26494 4.24660 0.51
N -1.40837 -3.04375 5.48660 -0.44
S -1.27639 -4.60800 3.32662 -0.41
H 0.26856 -3.16315 2.10844 0.23
H 1.30700 -1.95947 2.44421 -0.31
H 0.01308 -1.43165 4.32759 0.16
H -0.93615 -2.41464 6.11700 0.18
H -1.84442 -3.84644 5.90525 0.23
Cl 2.64881 -5.64239 0.55209 -0.27
C 1.31161 -5.70154 -0.55785 0.95
C 1.13484 -6.85690 -1.34209 -0.55
C 0.10832 -6.94956 -2.22669 0.64
Cl -0.07119 -8.39515 -3.19313 -0.29
C -0.82243 -5.89159 -2.35284 0.46
C -1.94002 -5.91386 -3.21613 -1.11
C -2.81500 -4.86683 -3.23260 -1.25
C -2.57818 -3.77307 -2.38665 -0.38
N -1.53727 -3.69551 -1.59144 0.09
C -0.64372 -4.74095 -1.55464 -0.21
C 0.46789 -4.60689 -0.63169 -1.31
O 0.60670 -3.52404 0.07389 -0.53
H 1.82601 -7.68125 -1.23023 0.49
H -2.09634 -6.77645 -3.85076 0.43
H -3.68163 -4.86762 -3.88127 0.50
H -3.26877 -2.93479 -2.36361 0.55
N 1.71887 -1.93043 -2.88552 1.28
C 1.94109 -2.20654 -4.19188 -0.25
C 3.26498 -2.54094 -4.29102 -1.29
C 3.75466 -2.42917 -2.96622 -0.74
N 2.81197 -2.05996 -2.11458 -0.16
H 0.83366 -1.65762 -2.50080 -0.90
H 1.15151 -2.15624 -4.92685 0.47
H 3.80852 -2.81374 -5.18094 0.45
H 4.75650 -2.61091 -2.60199 0.54
C -3.89865 -1.67433 2.57660 -1.10
C -3.87610 -1.17404 1.13419 0.52
C -4.72500 -2.06947 0.24351 -1.30
O -2.57651 -1.10141 0.60336 -0.29
H -4.92851 -1.75449 2.93989 0.51
H -3.35824 -0.99804 3.24551 0.10
H -3.42848 -2.65952 2.63720 0.11
H -4.33637 -0.17381 1.12501 -0.20
H -4.35824 -3.10084 0.29294 0.27
H -4.66299 -1.72515 -0.79380 0.10
H -5.77633 -2.05644 0.54942 0.45
```

The energy above the lowest of the compared OMol25 structures with the same formula, charge and spin is 1.508 eV. The total energy is -6103.83377 Eh. As for the total charge: 0. As for the multiplicity: 1. The strongest force on any atom comes out at 2.27 eV Å⁻¹.